Entry 1:
DFT (wB97M-V/def2-TZVPD) results for a 11-piece molecular cluster, C39H65F3N3O11S3 overall in a non-equilibrium geometry.

strongest force on any atom: 0.220 hartree/bohr
HOMO-LUMO gap: 8.049 eV
electronic energy: -4010.3315 hartree
energy above the lowest of the compared OMol25 structures with the same formula, charge and spin: 122.3 kJ/mol
charge: +1

Last column: Löwdin charge in e.
Element x y z (Å)
C: -7.105 -38.755 20.631  -0.011
C: -8.064 -37.949 21.510  -0.291
O: -8.495 -38.459 22.649  0.011
N: -8.635 -36.628 21.047  0.032
H: -7.808 -36.012 21.192  0.020
H: -8.759 -36.558 19.990  0.086
C: -9.957 -36.353 21.683  0.013
H: -6.225 -37.954 20.627  0.118
H: -7.457 -38.837 19.503  0.065
H: -6.769 -39.935 20.981  0.164
H: -9.795 -36.179 22.776  0.100
H: -10.622 -37.235 21.490  0.098
H: -10.251 -35.428 21.476  0.047
C: -12.427 -37.726 18.797  0.031
C: -11.858 -37.591 17.446  -0.325
O: -12.166 -38.387 16.515  0.089
N: -10.841 -36.531 17.105  0.025
H: -11.285 -35.754 17.548  0.144
H: -9.920 -36.651 17.782  0.084
C: -10.452 -36.217 15.674  0.040
H: -12.540 -36.784 19.320  0.107
H: -11.785 -38.143 19.508  0.058
H: -13.217 -38.388 18.786  0.085
H: -11.317 -36.297 15.142  0.061
H: -9.506 -36.821 15.318  0.123
H: -9.901 -35.291 15.844  0.098
C: -7.542 -32.800 18.561  -0.007
C: -6.998 -33.974 17.782  -0.454
O: -7.187 -33.928 16.584  0.095
N: -6.655 -35.249 18.410  0.004
H: -6.153 -34.927 19.255  0.096
H: -7.647 -35.992 18.508  0.096
C: -5.514 -36.049 17.581  0.093
H: -6.924 -32.659 19.566  0.116
H: -8.430 -33.040 18.977  0.022
H: -7.552 -31.670 18.126  0.154
H: -4.993 -35.129 17.446  0.091
H: -6.026 -36.499 16.810  0.036
H: -5.268 -36.848 18.264  0.088
O: -8.683 -36.802 18.449  -0.269
H: -8.399 -37.694 17.875  0.123
O: -6.727 -35.005 21.124  -0.316
H: -6.004 -34.648 21.488  -0.120
F: -10.008 -45.073 17.147  0.085
C: -9.945 -44.102 18.049  -0.306
C: -8.749 -44.000 18.697  0.027
C: -8.530 -42.933 19.719  -0.070
C: -9.496 -41.971 19.858  -0.101
C: -10.827 -42.133 19.201  -0.064
C: -10.994 -43.225 18.379  -0.036
H: -7.902 -44.654 18.660  0.108
H: -7.651 -43.015 20.258  0.072
H: -9.197 -41.235 20.670  0.098
H: -11.542 -41.276 19.426  0.118
H: -11.812 -43.042 17.755  0.096
F: -8.153 -41.198 22.989  0.067
C: -7.622 -42.321 23.375  -0.323
C: -6.552 -42.375 24.293  -0.015
C: -5.934 -43.606 24.656  -0.084
C: -6.396 -44.773 24.063  -0.109
C: -7.559 -44.776 23.279  -0.033
C: -8.203 -43.531 22.965  -0.003
H: -6.106 -41.421 24.773  0.141
H: -5.055 -43.774 25.483  0.163
H: -5.919 -45.651 24.336  0.076
H: -7.725 -45.678 22.892  0.057
H: -9.050 -43.494 22.382  0.070
F: -4.148 -41.481 21.516  0.014
C: -3.387 -40.980 22.526  -0.293
C: -3.782 -39.668 23.005  0.007
C: -2.997 -39.168 24.025  -0.102
C: -1.929 -39.807 24.574  -0.130
C: -1.551 -41.051 24.130  -0.054
C: -2.273 -41.670 22.931  0.007
H: -4.658 -39.230 22.546  0.094
H: -3.268 -38.177 24.219  0.082
H: -1.333 -39.512 25.433  0.109
H: -0.574 -41.598 24.515  0.137
H: -1.777 -42.554 22.477  0.113
C: -13.057 -41.372 24.524  -0.177
C: -11.669 -41.071 24.936  -0.257
C: -11.082 -40.155 23.985  -0.262
S: -12.389 -39.118 23.386  0.589
O: -12.461 -39.230 21.976  -0.329
O: -12.293 -37.864 23.999  -0.297
C: -13.787 -40.026 24.049  -0.150
H: -13.648 -41.997 25.015  0.058
H: -12.941 -42.065 23.582  0.158
H: -11.082 -41.999 24.860  0.138
H: -11.725 -40.521 25.894  0.141
H: -10.683 -40.700 23.211  0.063
H: -10.451 -39.234 24.470  0.167
H: -14.422 -39.923 23.254  0.061
H: -14.066 -39.423 24.909  0.104
C: -8.910 -41.302 14.804  -0.149
C: -7.559 -40.878 13.989  -0.184
C: -6.604 -40.432 14.937  -0.244
S: -7.478 -39.506 16.171  0.615
O: -7.693 -38.271 15.507  -0.303
O: -6.874 -39.633 17.397  -0.270
C: -9.011 -40.449 16.045  -0.215
H: -8.738 -42.281 15.218  0.096
H: -9.856 -41.465 14.323  0.113
H: -7.911 -40.251 13.370  0.035
H: -7.294 -41.889 13.399  0.184
H: -5.957 -39.824 14.329  0.128
H: -6.067 -41.136 15.454  0.092
H: -9.815 -39.825 16.129  0.039
H: -9.268 -41.043 17.035  0.135
C: -7.881 -34.569 24.638  -0.183
C: -8.600 -35.605 25.487  -0.297
C: -7.836 -36.000 26.570  -0.267
S: -6.039 -35.746 26.223  0.610
O: -5.306 -36.969 25.818  -0.346
O: -5.519 -34.937 27.132  -0.256
C: -6.322 -34.757 24.750  -0.208
H: -8.266 -33.631 25.245  0.160
H: -8.156 -34.562 23.646  0.050
H: -8.649 -36.561 24.989  0.111
H: -9.485 -35.243 25.907  0.113
H: -7.837 -37.120 26.845  0.140
H: -7.926 -35.492 27.545  0.116
H: -6.033 -35.512 23.936  0.105
H: -5.871 -33.704 24.708  0.134

---

Entry 2:
DFT (wB97M-V/def2-TZVPD) results for C39H66BN6S3SbV as an isolated structure in a non-equilibrium geometry.

strongest force on any atom: 0.035 hartree/bohr
HOMO-LUMO gap (spin up / spin down): 6.019 / 6.603 eV
electronic energy: -4257.4070 hartree
energy above the lowest of the compared OMol25 structures with the same formula, charge and spin: 205.0 kJ/mol
multiplicity: 2
charge: +2

Last column: Löwdin spin population.
Element x y z (Å)
V: 0.850 1.922 0.538  1.278
C: -2.885 2.304 -3.022  0.000
C: -2.490 1.098 -2.240  -0.003
C: -3.022 -0.128 -2.538  0.000
C: -2.707 -1.244 -1.733  -0.003
N: -1.862 -1.139 -0.732  -0.004
N: -1.291 0.020 -0.451  -0.011
B: -0.353 0.178 0.811  -0.043
N: 0.573 -1.068 1.097  -0.004
N: 0.027 -2.239 1.365  -0.001
C: 0.768 -3.281 1.677  0.000
C: 2.177 -3.186 1.693  0.000
C: 2.769 -1.968 1.476  -0.001
C: 4.244 -1.791 1.558  0.000
C: 1.908 -0.879 1.188  0.009
S: 2.599 0.675 1.000  0.006
C: 0.083 -4.553 2.138  0.000
C: 1.046 -5.734 2.263  0.000
C: -1.034 -4.933 1.173  0.000
C: -0.510 -4.215 3.514  0.000
N: -1.261 0.390 2.078  -0.009
N: -2.215 -0.495 2.292  -0.003
C: -2.977 -0.413 3.358  -0.001
C: -2.807 0.636 4.291  0.000
C: -1.842 1.585 4.074  -0.001
C: -1.637 2.748 4.975  -0.001
C: -1.034 1.419 2.915  0.001
S: 0.224 2.520 2.583  -0.023
C: -4.040 -1.463 3.576  0.000
C: -5.416 -0.796 3.705  0.000
C: -4.049 -2.443 2.404  0.000
C: -3.714 -2.205 4.881  0.000
C: -1.570 1.142 -1.160  0.005
S: -0.763 2.608 -0.813  -0.033
C: -3.455 -2.531 -2.002  0.000
C: -4.955 -2.230 -1.846  0.000
C: -3.182 -3.018 -3.431  0.000
C: -3.057 -3.610 -1.008  0.000
H: -3.966 2.428 -2.977  0.000
H: -2.628 2.175 -4.073  0.000
H: -2.417 3.207 -2.648  0.000
H: -3.700 -0.224 -3.371  0.000
H: 2.794 -4.042 1.908  0.000
H: 4.673 -2.509 2.249  0.000
H: 4.501 -0.788 1.884  0.000
H: 4.691 -1.960 0.580  0.000
H: 1.521 -5.951 1.308  0.000
H: 0.481 -6.613 2.559  0.000
H: 1.809 -5.565 3.019  0.000
H: -0.624 -5.191 0.200  0.000
H: -1.714 -4.102 1.064  0.000
H: -1.576 -5.794 1.553  0.000
H: 0.278 -3.996 4.233  0.000
H: -1.090 -5.057 3.881  0.000
H: -1.156 -3.345 3.429  0.000
H: -3.430 0.702 5.167  0.000
H: -2.326 2.711 5.814  0.000
H: -1.793 3.676 4.425  0.000
H: -0.618 2.766 5.359  0.000
H: -5.653 -0.203 2.826  0.000
H: -5.476 -0.156 4.581  0.000
H: -6.173 -1.569 3.807  0.000
H: -4.329 -1.928 1.489  0.000
H: -4.759 -3.243 2.590  0.000
H: -3.057 -2.865 2.276  0.000
H: -3.762 -1.538 5.738  0.000
H: -2.720 -2.640 4.838  0.000
H: -4.430 -3.006 5.042  0.000
H: -5.305 -1.511 -2.581  0.000
H: -5.174 -1.842 -0.854  0.000
H: -5.519 -3.147 -1.985  0.000
H: -3.527 -2.311 -4.179  0.000
H: -3.709 -3.954 -3.595  0.000
H: -2.120 -3.195 -3.584  0.000
H: -3.145 -3.217 -0.003  0.000
H: -2.032 -3.916 -1.186  0.000
H: -3.706 -4.475 -1.104  0.000
C: 0.707 3.131 -4.155  -0.001
C: 1.735 4.011 -3.474  -0.018
C: 1.079 5.196 -2.796  -0.001
C: 2.830 4.435 -4.423  -0.006
Sb: 2.655 2.743 -1.750  -0.090
C: 3.470 0.756 -2.642  -0.012
C: 4.659 0.293 -1.827  -0.001
C: 3.875 0.963 -4.084  -0.004
C: 2.292 -0.199 -2.521  -0.001
C: 4.176 4.036 -0.515  -0.011
C: 4.980 4.902 -1.457  -0.005
C: 3.286 4.848 0.406  0.001
C: 5.073 3.104 0.267  -0.001
H: 0.123 3.736 -4.849  0.000
H: 0.013 2.700 -3.432  0.000
H: 1.176 2.331 -4.724  0.000
H: 0.519 5.774 -3.530  0.000
H: 1.820 5.859 -2.356  0.000
H: 0.372 4.877 -2.028  0.000
H: 2.381 4.980 -5.253  -0.002
H: 3.358 3.583 -4.839  0.000
H: 3.550 5.096 -3.952  0.000
H: 5.529 0.916 -2.025  0.000
H: 4.913 -0.728 -2.117  0.000
H: 4.449 0.296 -0.759  0.000
H: 4.660 1.710 -4.171  0.000
H: 3.036 1.244 -4.715  0.000
H: 4.274 0.025 -4.472  -0.001
H: 1.990 -0.328 -1.478  0.000
H: 2.569 -1.177 -2.912  0.000
H: 1.435 0.161 -3.093  0.000
H: 4.369 5.658 -1.942  0.000
H: 5.490 4.310 -2.214  -0.001
H: 5.746 5.421 -0.883  -0.001
H: 2.601 5.490 -0.150  0.000
H: 3.908 5.494 1.024  0.000
H: 2.709 4.202 1.080  0.001
H: 5.728 2.532 -0.385  0.000
H: 4.501 2.421 0.894  0.000
H: 5.702 3.699 0.929  0.000

---

- Look up the strongest force on any atom of the first one.
  0.220 hartree/bohr

---

- What is the strongest force on any atom in the first record?
  0.220 hartree/bohr

---

- Which value of strongest force on any atom does entry 2 give?
  0.035 hartree/bohr